1.
ORCA calculation (ωB97M-V/def2-TZVPD) on a cluster of 2 separate species, C5H12NO4P in total at a distorted geometry.

```
23
Properties=species:S:1:pos:R:3:nbo_charge:R:1
C -3.8295 1.2727 1.5527 -0.4840
N -2.8667 2.2920 2.0531 0.5385
O -2.4533 3.1127 1.2585 -0.3757
O -2.5577 2.2237 3.2262 -0.3773
H -4.0072 1.4536 0.4993 0.2291
H -3.3796 0.2971 1.7106 0.2372
H -4.7447 1.3779 2.1280 0.2328
C 3.3151 -2.2429 -0.3797 -0.7360
C 2.2931 -2.2327 -1.4741 0.8103
O 2.6196 -2.1463 -2.5698 -0.5253
O 0.9658 -2.3246 -1.1697 -0.5467
C 0.3406 -1.1342 -0.6687 -0.0728
C 1.0094 0.1821 -1.0200 -0.7105
P -0.1082 1.5213 -0.3227 0.2183
H 3.1243 -2.9779 0.3927 0.2330
H 3.3840 -1.2795 0.1062 0.2298
H 4.2717 -2.4146 -0.8401 0.2404
H 0.1645 -1.1693 0.4027 0.1815
H -0.6403 -1.1096 -1.1260 0.1916
H 1.0846 0.3649 -2.0813 0.2441
H 1.9576 0.3372 -0.5353 0.2259
H -0.7316 2.1626 -1.4112 0.0057
H 0.7884 2.4337 0.2685 0.0100
```

- gap between HOMO and LUMO (eV) = 9.3474
- energy (hartree) = -894.6342
- SMILES = C[N+](=O)[O-].CC(=O)OCCP
- LUMO (eV) = 0.35
- strongest force on any atom (eV/Å) = 5.4



2.
ORCA calculation (ωB97M-V/def2-TZVPD) on the ion C5H12NOS with charge +1 at a distorted geometry.

```
20
Properties=species:S:1:pos:R:3:nbo_charge:R:1
N -0.3887 1.7631 -1.0169 -0.7972
C -1.3062 0.6779 -0.2220 0.2920
O -0.6410 0.5885 0.9402 -0.7035
C -1.4048 -0.6970 -0.9049 -0.4590
C -0.2390 -1.6298 -0.8305 -0.4634
C 1.1151 -0.8998 -0.7930 -0.2103
C 1.7737 -0.4894 0.2733 -0.3764
S 3.0278 0.7779 0.4036 0.0301
H -0.0843 2.4542 -0.2320 0.4750
H 0.4209 1.4125 -1.6774 0.4581
H -0.9084 2.2647 -1.8078 0.4385
H -2.2428 1.2283 -0.0198 0.2222
H 0.0301 -0.1287 0.8108 0.5069
H -2.3642 -1.0712 -0.3720 0.2747
H -1.6143 -0.5969 -2.0793 0.2368
H -0.0822 -2.0854 0.0810 0.2261
H -0.2876 -2.3725 -1.6132 0.2610
H 1.4880 -0.4652 -1.7299 0.1953
H 1.5247 -0.8760 1.2924 0.2229
H 3.8051 0.2034 1.3478 0.1703
```

- gap between HOMO and LUMO (eV) = 9.2757
- energy (hartree) = -725.5639
- SMILES = [NH3+][C@H](O)CC/C=C/S
- net charge = +1
- LUMO (eV) = -3.53
- strongest force on any atom (eV/Å) = 4.0



3.
ORCA calculation (ωB97M-V/def2-TZVPD) on the ion C5H12NOS with charge +1 at a distorted geometry.

```
20
Properties=species:S:1:pos:R:3:nbo_charge:R:1
C 0.2346 -0.4726 -0.1368 -0.0799
C -1.1048 0.1875 0.5060 -0.4322
C 2.1057 -1.0536 1.1217 -0.4009
C 2.3825 0.2279 -1.1430 -0.3535
C -3.5064 1.1397 -0.1588 -0.7714
N 1.5904 -0.0422 0.1500 -0.3865
O -2.6882 -1.3595 -0.8031 -0.9364
S -2.7167 -0.4870 0.3612 1.3296
H -0.0348 -1.1745 -0.8204 0.2321
H -0.8092 0.9494 1.3043 0.2277
H 3.0992 -1.1185 0.8388 0.2201
H 1.9116 -0.6625 2.1095 0.2475
H 1.5747 -2.0743 1.0479 0.2670
H 3.3210 0.3922 -0.7785 0.2230
H 2.3046 -0.7576 -1.6027 0.2256
H 1.8356 0.9371 -1.6191 0.2309
H -3.0288 1.5181 -1.1626 0.2471
H -3.4121 1.8786 0.5385 0.2289
H -4.4907 1.0485 -0.1509 0.2361
H 1.4317 0.9233 0.3980 0.4453
```

- gap between HOMO and LUMO (spin up / spin down) (eV) = 8.4277 / 8.4268
- energy (hartree) = -725.4423
- net charge = +1
- LUMO (spin up / spin down) (eV) = -4.24 / -4.24
- strongest force on any atom (eV/Å) = 10.1



4.
ORCA calculation (ωB97M-V/def2-TZVPD) on the molecule C5H12NP at a distorted geometry.

```
19
Properties=species:S:1:pos:R:3:nbo_charge:R:1
C 1.8307 -1.8527 0.5644 -0.6428
C 0.5839 -1.1757 0.0222 0.0173
P -0.2052 -1.7841 -1.5001 0.2388
N 0.2404 -0.0663 0.6479 -0.4187
C -0.7732 0.7956 0.0316 -0.0666
C -1.5474 1.5558 1.0900 -0.5925
C -0.0131 1.9255 -0.8039 -0.6063
H 1.5917 -2.8935 0.4734 0.2105
H 2.7362 -1.5614 -0.1402 0.2192
H 2.1339 -1.6230 1.5212 0.2304
H -1.1456 -2.6038 -0.8257 0.0038
H 0.8625 -2.7902 -1.7470 -0.0040
H -1.5212 0.2692 -0.5861 0.1739
H -0.9101 2.2129 1.5073 0.2020
H -2.3136 2.1717 0.6414 0.1984
H -2.0247 0.9255 1.7418 0.2074
H 0.7626 2.1537 -0.0870 0.2122
H -0.6876 2.7732 -0.8637 0.2082
H 0.3998 1.5676 -1.6875 0.2088
```

- gap between HOMO and LUMO (eV) = 10.1176
- energy (hartree) = -593.7437
- SMILES = C/C(P)=N/C(C)C
- LUMO (eV) = 1.00
- strongest force on any atom (eV/Å) = 4.5



One value per record, in order, for energy relative to the best compared isomer or geometry (same formula, charge and spin): 443.1 143.4 462.8 139.0 kJ/mol.